# 1
{
  "formula": "C38H43NO3P2Sr",
  "method": "wB97M-V/def2-TZVPD",
  "gap_ev": 7.20,
  "homo_energy_ev": -12.2,
  "de_lowest_kcal_mol": 13.8,
  "e_tot_ha": -2467.2547,
  "total_charge": 2,
  "molar_mass_g_mol": 711.334,
  "elements": ["Sr", "C", "O", "C", "C", "O", "C", "C", "O", "C", "H", "H", "H", "H", "H", "H", "H", "H", "H", "H", "H", "H", "H", "H", "C", "N", "C", "P", "C", "C", "C", "C", "C", "C", "C", "C", "C", "C", "C", "C", "C", "C", "C", "C", "C", "C", "P", "C", "C", "C", "C", "C", "C", "C", "C", "C", "C", "C", "C", "H", "H", "H", "H", "H", "H", "H", "H", "H", "H", "H", "H", "H", "H", "H", "H", "H", "H", "H", "H", "H", "H", "H", "H", "H", "H", "H", "H", "H"],
  "coordinates": [[2.20393, -0.28114, 0.41255], [2.19960, 0.64729, -3.12848], [2.79177, -0.17910, -2.11438], [4.17909, -0.44877, -2.31791], [5.00328, 0.25673, -1.25633], [4.62060, -0.29018, 0.01894], [4.91484, 0.46187, 1.21060], [4.16088, -0.07085, 2.44959], [2.85373, 0.44270, 2.68948], [2.82982, 1.70222, 3.38331], [2.28400, 0.16255, -4.10100], [2.67449, 1.62960, -3.15929], [1.14875, 0.76205, -2.87324], [4.52152, -0.07930, -3.28622], [4.33924, -1.52717, -2.27293], [4.77764, 1.33011, -1.26863], [6.07869, 0.11891, -1.37891], [4.65833, 1.51522, 1.04812], [5.98744, 0.37852, 1.38987], [4.78973, 0.14896, 3.31392], [4.05369, -1.15576, 2.39310], [3.37689, 1.60352, 4.32066], [1.78394, 1.92787, 3.57294], [3.27423, 2.49055, 2.77249], [-1.35713, 0.49182, -0.94897], [-2.19146, -0.33746, -0.13763], [-1.71950, -1.58830, 0.40537], [-0.10827, -2.22306, -0.22865], [-0.39334, -2.66680, -1.96454], [-1.66926, -2.70408, -2.52472], [-1.83120, -3.05557, -3.85714], [-0.72751, -3.37957, -4.63405], [0.54551, -3.34654, -4.08101], [0.71224, -2.98244, -2.75406], [-0.03330, -3.78219, 0.69658], [0.39577, -3.73910, 2.02369], [0.44249, -4.89827, 2.78160], [0.07850, -6.11007, 2.21049], [-0.33651, -6.16118, 0.88771], [-0.39655, -5.00070, 0.12908], [-3.40927, 0.18284, 0.36846], [-3.93573, -0.27032, 1.57809], [-5.13399, 0.23566, 2.06278], [-5.83120, 1.20302, 1.36030], [-5.32284, 1.64644, 0.14857], [-4.13289, 1.14087, -0.34802], [-0.11054, 1.64431, -0.09952], [-0.21871, 3.15270, -1.09147], [-1.45633, 3.69755, -1.44159], [-1.51701, 4.85492, -2.20065], [-0.34684, 5.47666, -2.61689], [0.88672, 4.94517, -2.26992], [0.94989, 3.78710, -1.51007], [-0.81011, 2.03286, 1.53182], [-0.75091, 1.05234, 2.52251], [-1.22190, 1.30733, 3.80060], [-1.73545, 2.55839, 4.10996], [-1.77232, 3.54995, 3.13950], [-1.31194, 3.29301, 1.85597], [-1.97410, 1.12407, -1.58246], [-0.77183, -0.11820, -1.64294], [-2.48015, -2.36821, 0.27725], [-1.53578, -1.55363, 1.49029], [-2.54121, -2.45395, -1.93382], [-2.82393, -3.08274, -4.28582], [-0.85991, -3.66061, -5.67003], [1.40578, -3.61015, -4.68206], [1.70879, -2.96269, -2.32398], [0.67658, -2.79154, 2.47969], [0.76332, -4.85937, 3.81400], [0.11986, -7.01709, 2.79806], [-0.61899, -7.10620, 0.44402], [-0.72575, -5.04291, -0.90133], [-3.42359, -1.02176, 2.16155], [-5.52025, -0.13589, 3.00268], [-6.76379, 1.59501, 1.74085], [-5.86659, 2.38071, -0.43112], [-3.80254, 1.47821, -1.32140], [-2.37278, 3.22777, -1.10153], [-2.47788, 5.27561, -2.46474], [-0.39756, 6.38014, -3.20918], [1.79540, 5.43710, -2.59015], [1.91323, 3.37313, -1.23101], [-0.34950, 0.06629, 2.29383], [-1.19120, 0.52985, 4.55316], [-2.10381, 2.76234, 5.10615], [-2.16713, 4.52813, 3.37891], [-1.34992, 4.07284, 1.10872]],
  "forces_ev_per_a": [[-0.9, -0.2, -0.6], [-0.1, 0.0, -0.1], [0.1, 0.1, 0.3], [0.6, 0.2, 0.1], [0.1, 0.2, 0.3], [-0.7, -0.3, 0.4], [0.4, 0.2, -0.1], [0.7, 0.0, 0.2], [0.1, 0.1, -0.5], [0.0, 0.1, 0.0], [0.0, 0.0, 0.0], [0.0, 0.0, 0.0], [0.0, 0.0, 0.0], [-0.1, -0.1, -0.1], [0.0, 0.0, 0.0], [0.1, 0.0, 0.0], [0.0, 0.0, -0.2], [0.1, 0.1, 0.0], [0.0, 0.1, 0.1], [0.0, -0.1, 0.0], [0.2, -0.2, 0.0], [0.0, 0.0, 0.0], [0.0, 0.0, 0.0], [0.0, 0.0, 0.0], [-0.1, 0.1, -0.1], [0.0, 0.0, 0.1], [0.0, -0.1, 0.1], [-0.2, 0.0, -0.1], [0.0, 0.0, 0.1], [0.0, 0.0, 0.0], [0.0, 0.0, 0.0], [0.0, 0.0, 0.0], [0.0, 0.0, 0.0], [0.0, 0.0, 0.0], [0.0, 0.0, -0.1], [0.0, 0.0, 0.0], [0.0, 0.0, 0.0], [0.0, 0.0, 0.0], [0.0, 0.0, 0.0], [0.0, 0.0, 0.0], [0.0, 0.0, 0.0], [0.0, 0.0, 0.0], [0.0, 0.0, 0.0], [0.0, 0.0, 0.0], [0.0, 0.0, 0.0], [0.0, 0.0, 0.0], [-0.1, -0.1, 0.1], [0.0, 0.0, 0.0], [0.0, 0.0, 0.0], [0.0, 0.0, 0.0], [0.0, 0.0, 0.0], [0.0, 0.0, 0.0], [-0.1, 0.0, 0.0], [0.0, 0.2, 0.0], [0.0, 0.0, -0.1], [0.0, -0.1, 0.0], [0.0, 0.1, 0.0], [0.0, 0.0, 0.0], [0.0, -0.1, 0.0], [0.1, 0.0, 0.0], [0.0, 0.0, 0.0], [0.0, 0.0, 0.0], [0.0, 0.1, 0.0], [0.0, 0.0, 0.0], [0.0, 0.0, 0.0], [0.0, 0.0, 0.0], [0.0, 0.0, 0.0], [0.0, 0.0, 0.0], [0.0, 0.0, 0.0], [0.0, 0.0, 0.0], [0.0, 0.0, 0.0], [0.0, 0.0, 0.0], [0.0, 0.0, 0.0], [0.0, 0.0, 0.0], [0.0, 0.0, 0.0], [0.0, 0.0, 0.0], [0.0, 0.0, 0.0], [0.0, 0.0, 0.0], [0.0, 0.0, 0.0], [0.0, 0.0, 0.0], [0.0, 0.0, 0.0], [0.0, 0.0, 0.0], [0.0, 0.0, 0.0], [0.0, 0.0, 0.0], [0.0, 0.0, 0.0], [0.0, 0.0, 0.0], [0.0, 0.0, 0.0], [0.0, 0.0, 0.0]]
}


# 2
{
  "formula": "C9H9NO",
  "method": "wB97M-V/def2-TZVPD",
  "smiles": "N[C@H]1CC(=O)c2ccccc21",
  "gap_ev": 9.75,
  "homo_energy_ev": -9.3,
  "de_lowest_kcal_mol": 141.1,
  "e_tot_ha": -478.1479,
  "molar_mass_g_mol": 147.177,
  "elements": ["C", "C", "C", "C", "C", "C", "C", "C", "C", "H", "H", "H", "H", "H", "H", "H", "H", "H", "N", "O"],
  "coordinates": [[1.22501, -0.68698, 0.43855], [2.03416, 0.54678, 0.02723], [0.96608, 1.74708, -0.00148], [-0.38824, 0.97296, 0.07948], [-1.60634, 1.51574, -0.04033], [-2.60265, 0.76462, -0.11063], [-2.51366, -0.64027, 0.06147], [-1.22591, -1.29748, 0.22767], [-0.25939, -0.34621, 0.24982], [2.44486, -2.18811, -0.54465], [1.49533, -1.74052, -1.31628], [1.52894, -1.13166, 1.62347], [2.71143, 0.19830, -0.92535], [2.86578, 1.07554, 0.57405], [-1.63969, 2.56963, 0.14267], [-3.58993, 1.11247, -0.27648], [-3.16697, -1.22499, -0.19380], [-1.00781, -2.16334, 0.17648], [1.59240, -1.93764, -0.22040], [1.13660, 2.85407, 0.02850]],
  "forces_ev_per_a": [[2.8, -2.1, 3.7], [2.0, 1.2, -1.7], [-1.9, -10.3, -0.5], [2.6, 1.5, 0.2], [4.7, 6.0, 1.1], [-6.9, -6.4, 0.1], [9.4, 3.9, 1.3], [-5.8, 13.5, 0.0], [4.5, -1.6, 0.6], [4.9, -0.6, 1.4], [-1.7, -0.2, 2.0], [-1.3, 2.1, -2.8], [-2.2, 1.3, 1.5], [-0.8, -1.3, 0.6], [-0.4, 0.8, -0.8], [-0.8, 0.6, 0.0], [-7.9, -5.8, -2.1], [2.2, -11.4, -0.2], [-4.6, 0.8, -4.4], [1.3, 8.0, 0.1]]
}